# 1
7
Properties=species:S:1:pos:R:3:forces:R:3 method="wB97M-V/def2-TZVPD" e_above_lowest_kcal_mol=14.6 orbital_gap_ev=7.0 smiles="S=PCP=S" total_energy_ev=-41316.438 lumo_ha=-0.0661 fmax_ev_per_a=1.8 homo_energy_ev=-8.772
C -0.144687 -0.025625 -0.134001 0.1801 -0.6672 0.8728
P -0.537393 1.696197 -0.825166 1.5526 -0.7312 -0.6837
P -1.195856 -0.774443 1.267965 0.9193 -0.5870 -0.0469
S 1.079553 2.078807 -1.876935 -1.3412 -0.1351 0.7579
S 0.013892 -2.129156 1.997782 -0.9171 0.8614 -0.4084
H 0.819615 0.039884 0.427767 -0.3522 0.1063 -0.8155
H -0.035124 -0.885664 -0.857412 -0.0413 1.1529 0.3237

=====

# 2
5
Properties=species:S:1:pos:R:3:forces:R:3 method="wB97M-V/def2-TZVPD" e_above_lowest_kcal_mol=65.8 orbital_gap_ev="7.1 / 7.1" total_energy_ev=-22736.281 lumo_ha="-0.0662 / -0.0662" fmax_ev_per_a=5.3 homo_energy_ev="-8.862 / -8.862"
C -0.925616 0.002884 -0.006736 5.2792 0.1316 0.1035
S 0.776325 -0.434615 0.003459 -1.4444 -0.0778 -0.0821
S 2.984056 0.299599 0.000299 -3.2307 -0.0560 0.0209
H -1.535680 -0.870530 -0.018376 -0.3628 -0.4273 -0.0086
H -1.299083 1.002661 0.021355 -0.2413 0.4296 -0.0337

=====

# 3
5
Properties=species:S:1:pos:R:3:forces:R:3 method="wB97M-V/def2-TZVPD" e_above_lowest_kcal_mol=25.2 orbital_gap_ev=7.7 total_energy_ev=-22738.041 lumo_ha=-0.0454 fmax_ev_per_a=3.7 homo_energy_ev=-8.961
C 0.789064 -0.028809 0.001102 -3.6887 0.1070 -0.0065
S -0.821848 -0.580713 -0.000171 1.1899 0.2601 -0.0019
S -2.569521 0.433268 -0.000339 2.3128 -0.2710 0.0034
H 1.505297 -0.822438 -0.002648 0.1709 -0.4174 0.0032
H 1.097006 0.998690 0.002057 0.0152 0.3212 0.0018

=====

# 4
6
Properties=species:S:1:pos:R:3:forces:R:3 method="wB97M-V/def2-TZVPD" e_above_lowest_kcal_mol=17.6 orbital_gap_ev=8.5 smiles=SC1SS1 total_energy_ev=-33574.074 lumo_ha=-0.0035 fmax_ev_per_a=2.6 homo_energy_ev=-8.577
C -0.327468 0.404074 -0.219922 1.6223 -0.4019 2.0032
S 0.543354 -0.140792 -1.673481 0.1838 0.3135 -0.2285
S -0.965296 -1.174609 -0.719553 -0.4161 -0.0829 0.1836
S 0.701692 0.462575 1.451126 -1.3232 0.4783 -1.7144
H -0.955899 1.278455 -0.277724 -0.1011 0.0310 -0.1010
H 1.003617 -0.829703 1.439554 0.0344 -0.3379 -0.1428